# 1
Formula: C3H9NS
Source: the OMol25 dataset
Level of theory: the ωB97M-V functional and the def2-TZVPD basis

Its HOMO energy is -0.3375 Ha. The calculation puts the total energy at -572.6398 Ha. The value obtained for the lowest unoccupied orbital energy is 0.937 eV. The HOMO-LUMO gap comes out at 10.1 eV. The energy relative to the best compared isomer or geometry (same formula, charge and spin) is 0.2 kcal per mole. As for the max |F|: 0.7 eV Å⁻¹. The spin multiplicity is 1.

The geometry in XYZ format:
```
14
Properties=species:S:1:pos:R:3:nbo_charge:R:1
S -2.0912 -0.7907 -1.2283 -0.04
N 1.0323 -1.0582 -0.5469 -0.84
C 0.9856 0.7436 1.0925 -0.61
C -1.1328 -0.1695 0.1687 -0.52
C 0.3145 0.1561 -0.1564 -0.07
H 0.4199 -1.6229 -1.1300 0.36
H 0.6178 1.7448 1.3275 0.20
H 0.3390 0.9277 -0.9354 0.16
H -1.1750 -1.0219 0.8520 0.23
H 2.0689 0.7563 0.9721 0.21
H 1.8164 -0.8146 -1.1473 0.36
H 0.7466 0.1256 1.9560 0.21
H -2.2974 0.3581 -1.8525 0.11
H -1.6447 0.6656 0.6280 0.22
```

---

# 2
Formula: CH5BrN2
Source: the OMol25 dataset
Level of theory: the ωB97M-V functional and the def2-TZVPD basis

Its HOMO energy (spin up / spin down) is -0.2896 / -0.3263 Ha. The calculation puts the total energy at -2724.4597 Ha. The value obtained for the lowest unoccupied orbital energy (spin up / spin down) is -0.408 / 0.701 eV. The HOMO-LUMO gap (spin up / spin down) comes out at 7.5 / 9.6 eV. The energy relative to the best compared isomer or geometry (same formula, charge and spin) is 60.7 kcal per mole. As for the max |F|: 2.6 eV Å⁻¹. The spin multiplicity is 1.

The geometry in XYZ format:
```
9
Properties=species:S:1:pos:R:3:nbo_charge:R:1
Br 2.0984 -0.0763 -0.0782 0.05
N -0.9231 -1.3900 -0.1497 -0.57
N -1.6793 -0.3598 0.2169 -0.41
C 0.8746 1.3280 -0.0710 -0.47
H 0.9527 2.0406 0.7595 0.20
H -1.4164 -0.0959 1.1490 0.30
H -0.4703 -1.3664 -1.1037 0.36
H 0.7286 1.6527 -1.1852 0.21
H -0.1653 -1.7329 0.4623 0.34
```

---

# 3
Formula: C23H23ClN2O5S
Source: the OMol25 dataset
Level of theory: the ωB97M-V functional and the def2-TZVPD basis

Its HOMO energy is -0.3107 Ha. The calculation puts the total energy at -2234.3791 Ha. The value obtained for the lowest unoccupied orbital energy is 0.450 eV. The HOMO-LUMO gap comes out at 8.9 eV. The energy relative to the best compared isomer or geometry (same formula, charge and spin) is 7.0 kcal per mole. As for the max |F|: 1.2 eV Å⁻¹. The spin multiplicity is 1.

The geometry in XYZ format:
```
55
Properties=species:S:1:pos:R:3:nbo_charge:R:1
Cl -2.2783 2.3022 1.9168 0.00
S 5.1968 -0.7404 0.5776 0.19
O -1.1186 0.1045 -1.0474 -0.67
O -1.2855 -4.2884 0.2384 -0.27
O 1.0061 0.5457 0.5385 -0.71
O 2.3417 1.3125 -1.0834 -0.63
O -3.1248 1.0412 -0.5901 -0.51
N -2.8431 -1.0794 -0.1120 -0.60
N -2.5833 -4.5723 0.4578 -0.12
C 2.1521 1.0021 0.0644 0.83
C 0.0020 3.5158 1.2196 -0.22
C 2.5025 -2.3690 0.5510 -0.22
C -3.8599 3.2633 -0.9792 -0.61
C -1.1640 2.9307 0.7500 -0.03
C -1.4240 2.8394 -0.6136 -0.09
C -1.1309 -2.9735 -0.0344 0.32
C -0.4717 3.3456 -1.4927 -0.13
C 2.9104 -1.8082 -0.6523 -0.03
C -2.2479 0.0241 -0.6190 0.92
C 1.9775 -1.6470 -1.6708 -0.20
C 0.6902 3.9354 -1.0352 -0.20
C 1.1855 -2.7356 0.7439 -0.19
C 4.6104 0.9831 0.6214 -0.52
C 0.9245 4.0265 0.3256 -0.21
C -2.3743 -2.3842 0.0197 -0.01
C 0.2477 -2.5374 -0.2654 -0.04
C -2.7090 2.2806 -1.1788 0.09
C 4.3354 -1.4094 -0.8853 -0.55
C 0.6582 -2.0110 -1.4854 -0.18
C -4.7284 -3.3961 0.5209 -0.66
C -3.2569 -3.4635 0.3373 0.14
C 3.1939 1.1283 1.1598 -0.54
H 0.3277 0.4311 -0.1689 0.52
H -0.6505 3.2665 -2.5542 0.21
H 4.4079 -0.6652 -1.6783 0.23
H 4.9288 -2.2838 -1.1626 0.24
H 5.3267 1.4908 1.2662 0.23
H -0.0551 -1.8813 -2.2833 0.22
H -4.9776 -2.8016 1.3995 0.22
H 3.0669 2.1230 1.5954 0.23
H -5.2033 -2.9471 -0.3502 0.22
H -3.6198 4.2038 -1.4663 0.22
H 3.2250 -2.5103 1.3418 0.23
H -5.1149 -4.4008 0.6595 0.25
H 4.6741 1.3894 -0.3884 0.24
H 1.8280 4.4908 0.6907 0.22
H -2.5546 2.0979 -2.2513 0.20
H -4.0143 3.4394 0.0816 0.23
H -4.7723 2.8577 -1.4073 0.22
H 2.2843 -1.2200 -2.6132 0.22
H 2.9832 0.3920 1.9352 0.24
H 1.4159 4.3111 -1.7386 0.22
H -3.8008 -0.9474 0.1854 0.42
H 0.1747 3.5672 2.2833 0.23
H 0.8741 -3.1712 1.6811 0.22
```

---

# 4
Formula: C21H26BrCoN5OPSTe4
Source: the OMol25 dataset
Level of theory: the ωB97M-V functional and the def2-TZVPD basis

Its total charge is -1. Its HOMO energy (spin up / spin down) is -0.1190 / -0.1271 Ha. The calculation puts the total energy at -6933.1494 Ha. The value obtained for the lowest unoccupied orbital energy (spin up / spin down) is 1.404 / 1.428 eV. The HOMO-LUMO gap (spin up / spin down) comes out at 4.6 / 4.9 eV. As for the max |F|: 4.3 eV Å⁻¹. The spin multiplicity is 2.

The geometry in XYZ format:
```
61
Properties=species:S:1:pos:R:3:nbo_charge:R:1
Te -0.6181 3.6923 -1.9430 0.52
Te 1.9581 3.2143 -2.4065 -0.01
Te 4.4164 2.0586 -2.5042 -0.56
Te 3.3101 5.5408 -3.0183 -0.29
Br 3.7285 -3.5655 3.9757 0.03
Co 0.4101 1.5445 -1.8626 0.34
S -2.9689 3.8181 -2.2939 -0.13
P 1.0432 1.4145 0.3086 0.97
O -1.4730 0.7632 -1.7603 -0.80
N -0.3630 -5.2308 -0.1309 -0.21
N -2.2763 4.9641 0.0072 -0.68
N 0.8787 -0.3934 -2.2021 -0.46
N -2.4742 2.5857 0.0463 -0.74
N -1.2274 -4.6003 -0.7691 -0.10
C 0.6183 -4.7138 0.6742 0.08
C -2.5159 5.0251 1.4226 -0.41
C 1.8634 2.9053 1.0185 -0.96
C -1.4253 -0.5228 -1.6432 0.47
C -2.3545 3.7557 -0.6987 -0.01
C -0.2757 1.1710 1.5553 -0.97
C -2.5578 -1.3011 -1.3896 -0.36
C 1.2866 -3.3129 2.5268 -0.17
C -3.8226 2.3108 0.5102 -0.42
C 2.2487 -2.3406 -2.2601 -0.24
C 0.3715 -3.6482 1.5543 -0.25
C -1.1917 -3.2844 -1.1182 -0.05
C -0.0275 -2.5578 -1.5352 -0.01
C 2.0477 -0.9727 -2.4251 0.05
C 1.8323 -5.4088 0.7875 -0.21
C 2.4799 -4.0121 2.6071 -0.11
C 1.2205 -3.1404 -1.8140 -0.17
C -0.1621 -1.1719 -1.7891 0.03
C 2.2042 0.0827 0.8042 -0.96
C 2.7617 -5.0545 1.7380 -0.23
C -2.4378 -2.6520 -1.1651 -0.12
H 2.4104 0.1551 1.8723 0.22
H -2.6668 5.7243 -0.5374 0.38
H -2.1869 1.8048 -0.5659 0.44
H 1.8702 2.8754 2.1079 0.21
H -4.3203 1.5628 -0.1185 0.19
H -3.5778 5.0861 1.6943 0.16
H -2.0065 5.9022 1.8308 0.20
H 2.0327 -6.2240 0.1111 0.22
H 3.1383 0.1677 0.2397 0.26
H -2.0983 4.1281 1.8782 0.21
H 1.7402 -0.8849 0.5948 0.23
H -3.7878 1.9356 1.5367 0.19
H -0.8917 2.0709 1.6083 0.26
H 3.6980 -5.5865 1.8145 0.23
H -3.5277 -0.8220 -1.3470 0.22
H 1.0761 -2.5113 3.2203 0.22
H -4.4221 3.2244 0.5050 0.19
H 0.1726 0.9785 2.5324 0.21
H 3.2188 -2.7442 -2.4981 0.22
H 2.8946 2.9815 0.6452 0.26
H -3.3087 -3.2386 -0.9071 0.22
H -0.9184 0.3342 1.2718 0.23
H 1.3623 -4.2067 -1.7076 0.22
H -0.5716 -3.1212 1.4960 0.23
H 2.8668 -0.3452 -2.7681 0.24
H 1.2976 3.7919 0.6842 0.24
```